23
Properties=species:S:1:pos:R:3:forces:R:3 method="wB97M-V/def2-TZVPD" relative_energy_kj_mol=328.9 homo_ev=-9.690 lumo_ev=0.7 smiles="CN1CCC[C@@H](C(=O)O)C1" e_tot_ha=-479.67127 charge=0
C -0.999 2.174 0.894 -1.1 -1.9 1.4
N -0.554 0.737 0.476 -0.1 1.7 3.3
C 0.506 0.169 1.541 -0.3 -0.9 -4.0
C 0.721 -1.347 1.012 -2.7 -1.6 2.3
C 1.126 -1.301 -0.433 1.6 0.9 0.8
C 0.305 -0.413 -1.428 2.8 -1.8 -0.8
C -0.836 -1.259 -1.905 -0.4 -1.9 -1.3
O -0.731 -2.011 -2.904 -1.2 2.5 3.7
O -1.895 -1.255 -0.971 0.8 -1.4 -3.1
C 0.051 0.881 -0.831 -1.6 1.1 1.2
H -1.843 1.998 1.736 2.2 0.7 -1.6
H -0.057 2.757 1.332 -2.2 -0.8 -1.2
H -1.598 2.590 -0.007 1.5 -0.2 1.6
H 1.418 0.843 1.622 -0.7 -0.9 -0.7
H 0.137 0.112 2.507 -1.4 0.2 1.7
H -0.295 -1.947 1.168 1.8 1.4 0.0
H 1.478 -1.979 1.617 -1.0 1.4 -0.9
H 1.920 -0.601 -0.026 0.9 -0.9 -2.5
H 1.445 -2.292 -0.895 -0.2 1.5 0.7
H 1.125 -0.232 -2.166 -1.3 -0.4 -0.4
H -1.756 -0.589 -0.295 0.6 0.8 0.7
H -0.598 1.550 -1.418 0.2 -0.5 -0.1
H 0.931 1.415 -0.625 1.9 0.8 -0.5

21
Properties=species:S:1:pos:R:3:forces:R:3 method="wB97M-V/def2-TZVPD" relative_energy_kj_mol=644.6 homo_ev=-2.342 lumo_ev=3.5 e_tot_ha=-349.47631 charge=-1
C 1.050 -0.638 -2.128 1.2 -0.7 1.0
O 1.042 0.333 -3.028 -0.4 0.2 0.1
C -0.061 -0.560 -0.999 -1.1 -2.5 -1.3
C 0.326 0.500 -0.031 -2.2 -0.4 1.3
C -0.150 0.550 1.259 0.3 0.0 -1.9
C -0.417 -0.587 2.090 -0.7 -1.6 -0.5
C -1.696 -1.112 1.763 1.5 0.0 -1.2
C -0.822 1.690 1.921 0.5 2.8 -0.4
H 1.090 -1.688 -2.557 -0.3 0.2 0.1
H 1.984 -0.615 -1.435 -0.3 -0.2 -0.6
H -1.022 -0.372 -1.597 1.0 0.9 0.8
H -0.477 -1.580 -0.562 1.7 1.5 -0.3
H 4.035 -1.119 -2.235 0.5 0.5 0.3
H 0.838 1.308 -0.509 -0.3 0.9 -0.2
H 4.554 -0.666 -1.904 -0.4 -0.5 -0.3
H -2.120 -0.862 0.750 -0.1 -0.1 1.1
H -1.560 -0.193 2.554 -1.6 -0.5 0.8
H -2.035 -1.988 2.279 -0.5 -0.2 0.4
H -1.969 1.607 2.049 1.8 -0.3 -0.3
H -0.678 2.570 1.244 -0.1 -0.3 0.8
H -0.353 1.879 2.891 -0.4 0.3 0.2

22
Properties=species:S:1:pos:R:3:forces:R:3 method="wB97M-V/def2-TZVPD" relative_energy_kj_mol=52.0 homo_ev=-9.093 lumo_ev=0.8 smiles="CC1(C)CC=C[P@@]1(C)=O" e_tot_ha=-691.06923 charge=0
C 0.845 1.013 -1.584 -0.7 -0.2 0.4
C -0.100 0.593 -0.408 1.5 0.7 0.6
C -0.231 1.850 0.529 1.0 -0.6 0.8
C -1.432 0.087 -0.879 -0.5 -1.7 -2.1
C -1.714 -1.350 -0.459 1.2 -0.9 1.2
C -0.705 -2.061 0.102 0.2 4.1 -1.2
P 0.797 -0.964 0.227 3.4 -0.7 -3.9
C 1.200 -0.890 2.011 -1.3 1.3 0.1
O 2.095 -1.311 -0.795 -5.0 1.0 4.4
H 1.868 1.172 -1.295 0.4 -0.5 0.4
H 0.567 1.962 -1.952 -0.9 1.3 -0.5
H 0.801 0.321 -2.411 0.2 -0.4 -0.1
H -0.367 1.632 1.619 -0.4 -0.1 -0.9
H -1.025 2.559 0.207 0.6 -0.5 0.0
H 0.771 2.323 0.517 -0.7 0.2 -0.1
H -1.292 0.041 -1.997 -1.0 0.3 0.8
H -2.321 0.640 -0.607 0.1 0.7 -0.1
H -2.717 -1.801 -0.489 0.4 0.5 -0.3
H -0.814 -2.950 0.598 -0.1 -2.3 0.8
H 2.003 -1.553 2.052 1.7 -0.9 0.5
H 1.414 0.106 2.543 -0.3 -1.5 -1.2
H 0.358 -1.421 2.472 0.1 0.4 0.3